A 12-piece molecular cluster, C44H122N10O12 overall at a distorted geometry. Source: OMol25; level of theory: wB97M-V/def2-TZVPD.

CARTESIAN COORDINATES (ANGSTROEM)
C (3.30891, 4.51458, 1.62921)
C (3.46999, 3.06760, 1.14487)
C (4.85412, 2.86952, 0.45440)
O (4.84776, 3.74939, -0.63176)
C (6.12804, 3.80403, -1.30239)
N (3.41039, 2.14976, 2.26340)
H (4.05087, 4.80202, 2.41905)
H (2.33305, 4.58512, 2.04251)
H (3.44554, 5.10132, 0.72164)
H (2.66048, 2.95283, 0.42820)
H (4.86823, 1.88586, 0.04848)
H (5.68213, 3.03106, 1.16453)
H (6.52647, 2.77704, -1.60908)
H (6.85584, 4.31746, -0.64882)
H (5.95824, 4.24116, -2.28168)
H (2.50385, 2.18119, 2.69980)
H (3.52369, 1.20193, 1.92599)
C (-2.46033, -3.16604, -0.46657)
C (-2.14174, -4.63897, -0.51239)
C (-2.71460, -5.26585, -1.81083)
O (-4.10769, -5.23389, -1.72223)
C (-4.87728, -5.67686, -2.83731)
N (-0.72574, -4.93370, -0.31431)
H (-2.12796, -2.75015, 0.49401)
H (-3.55622, -3.06026, -0.47789)
H (-2.02134, -2.61185, -1.29310)
H (-2.65283, -5.13529, 0.29365)
H (-2.39144, -6.28149, -2.03108)
H (-2.40485, -4.66987, -2.67800)
H (-5.95928, -5.50424, -2.62326)
H (-4.71097, -6.74381, -3.03838)
H (-4.63982, -5.17411, -3.77580)
H (-0.04209, -4.70232, -1.04422)
H (-0.64545, -5.93226, -0.05279)
C (-0.10028, -2.99568, 2.91259)
C (1.37303, -2.87352, 2.45841)
C (2.13600, -3.98428, 3.11443)
O (3.54900, -3.75572, 2.95255)
C (4.21145, -4.75038, 3.74677)
N (1.61606, -2.88651, 1.00824)
H (-0.48705, -1.99347, 2.80369)
H (-0.18501, -3.29185, 3.96947)
H (-0.63108, -3.64351, 2.23427)
H (1.77527, -1.94227, 2.77158)
H (1.79646, -4.92557, 2.79681)
H (1.95125, -4.00851, 4.21125)
H (5.25582, -4.50575, 3.64589)
H (3.98865, -5.74625, 3.36241)
H (3.91056, -4.76850, 4.82540)
H (1.18302, -3.67282, 0.53386)
H (1.14604, -2.02071, 0.67951)
C (-5.91802, -1.62569, 5.05407)
C (-4.61332, -1.85054, 4.30770)
C (-4.14420, -0.58034, 3.56020)
O (-5.08282, -0.17240, 2.62902)
C (-4.79832, 1.10847, 2.12623)
N (-3.58357, -2.26554, 5.32328)
H (-6.74955, -1.47802, 4.35432)
H (-5.79975, -0.81592, 5.77453)
H (-6.10567, -2.50098, 5.70036)
H (-4.64755, -2.64251, 3.59128)
H (-3.23351, -0.88441, 3.03144)
H (-3.89367, 0.18285, 4.30215)
H (-5.75028, 1.61230, 1.97533)
H (-4.28283, 1.03545, 1.16246)
H (-4.15959, 1.75980, 2.80474)
H (-3.35669, -1.43285, 5.85786)
H (-2.66530, -2.57052, 4.97295)
C (2.47240, -5.37158, -3.19547)
C (1.66317, -4.11253, -3.46533)
C (0.42421, -4.49136, -4.33437)
O (-0.39479, -3.30072, -4.47123)
C (-1.43000, -3.46010, -5.42944)
N (1.18529, -3.64815, -2.19219)
H (2.56938, -5.89767, -4.15745)
H (1.96264, -6.01826, -2.47841)
H (3.45032, -5.12230, -2.72667)
H (2.26249, -3.34950, -4.08100)
H (-0.11072, -5.24478, -3.73628)
H (0.60429, -4.90089, -5.29037)
H (-1.92488, -2.51450, -5.35302)
H (-2.14926, -4.21233, -5.10675)
H (-1.09057, -3.46067, -6.49403)
H (0.85306, -2.68904, -2.18183)
H (1.94679, -3.61228, -1.53446)
C (-0.52114, 0.43278, 5.71931)
C (0.92441, 0.28567, 5.24461)
C (1.87477, 1.54574, 5.47514)
O (1.92957, 1.93111, 6.83333)
C (2.73991, 3.05035, 7.05061)
N (1.52596, -0.92378, 5.71734)
H (-0.70452, 0.33773, 6.80905)
H (-1.17542, -0.25233, 5.20162)
H (-0.79880, 1.44433, 5.45493)
H (0.88393, 0.24286, 4.16779)
H (1.52639, 2.43411, 4.90082)
H (2.87436, 1.24269, 5.15670)
H (2.38448, 4.02423, 6.57722)
H (3.79281, 2.86154, 6.73283)
H (2.69647, 3.18500, 8.14840)
H (2.52587, -0.91127, 5.49590)
H (1.52767, -0.82195, 6.74430)
C (1.51753, -0.05374, -3.67175)
C (0.13407, 0.48607, -3.98130)
C (-0.21600, 0.27290, -5.40464)
O (-1.43794, 0.95123, -5.58783)
C (-1.78556, 1.04989, -6.94714)
N (-0.79268, -0.10915, -3.02369)
H (1.77038, 0.28559, -2.65287)
H (2.33091, 0.32104, -4.27014)
H (1.44694, -1.11425, -3.65665)
H (0.12800, 1.53596, -3.76551)
H (-0.40160, -0.81351, -5.62889)
H (0.59380, 0.69859, -6.04100)
H (-1.07416, 1.59124, -7.54302)
H (-2.75043, 1.51771, -7.00999)
H (-1.93330, 0.01344, -7.33104)
H (-1.68542, 0.31284, -3.08075)
H (-0.82201, -1.07718, -3.23495)
C (4.42146, -0.70737, -1.70218)
C (4.82758, -1.36174, -0.40934)
C (6.25938, -0.94815, -0.01920)
O (7.17464, -1.19623, -1.04486)
C (7.70169, -2.49159, -1.05042)
N (3.89349, -1.04005, 0.68741)
H (4.13145, 0.30927, -1.53292)
H (3.53881, -1.23516, -2.12243)
H (5.21619, -0.88763, -2.43629)
H (4.91589, -2.46118, -0.60100)
H (6.54105, -1.46896, 0.90682)
H (6.28807, 0.12026, 0.21278)
H (8.04374, -2.80785, -2.01852)
H (6.90180, -3.22445, -0.81250)
H (8.49822, -2.64250, -0.32914)
H (4.15415, -1.46626, 1.60470)
H (2.97545, -1.48286, 0.49459)
C (-4.31874, 3.79626, -4.35190)
C (-3.73032, 3.12626, -3.13516)
C (-4.45433, 1.77678, -2.83182)
O (-3.65135, 0.96626, -1.98946)
C (-4.32298, -0.20938, -1.59745)
N (-2.25371, 3.01921, -3.30674)
H (-5.41664, 3.67641, -4.39707)
H (-4.03427, 3.32373, -5.29239)
H (-3.98174, 4.84223, -4.35761)
H (-3.95175, 3.76307, -2.29936)
H (-4.73134, 1.21294, -3.77566)
H (-5.39274, 1.97395, -2.35106)
H (-5.04684, -0.01020, -0.81210)
H (-3.60707, -0.93634, -1.29191)
H (-4.90394, -0.58600, -2.49855)
H (-1.84463, 2.53613, -2.53523)
H (-2.07455, 2.42084, -4.11530)
C (-1.85382, 4.62296, 0.43511)
C (-3.22595, 4.68117, 1.14145)
C (-3.63998, 6.08564, 1.37635)
O (-2.80110, 6.75688, 2.25046)
C (-3.24894, 8.07977, 2.58704)
N (-4.20877, 3.99371, 0.35848)
H (-1.97149, 5.08504, -0.56879)
H (-1.42876, 3.63167, 0.26173)
H (-1.07389, 5.28357, 0.93777)
H (-3.02841, 4.16581, 2.11267)
H (-4.67018, 6.05209, 1.79061)
H (-3.68926, 6.60480, 0.39839)
H (-4.24487, 8.16219, 2.94455)
H (-3.27173, 8.76135, 1.71425)
H (-2.56068, 8.47921, 3.29933)
H (-5.11055, 3.90124, 0.80374)
H (-3.78549, 3.09886, 0.07166)
C (1.05980, 3.68060, -1.98758)
C (2.34748, 3.09644, -2.58476)
O (3.23001, 4.06642, -3.11531)
H (0.48199, 2.85657, -1.59818)
H (0.47303, 4.24636, -2.80865)
H (1.28354, 4.29502, -1.11807)
H (2.11413, 2.42470, -3.38125)
H (2.88379, 2.50354, -1.84108)
H (3.70020, 4.45927, -2.37032)
C (0.08947, 1.22832, 1.44363)
C (-0.78781, 0.32505, 0.55021)
O (0.01874, -0.47829, -0.31552)
H (-0.49417, 1.80801, 2.13678)
H (0.68130, 1.89170, 0.81830)
H (0.83519, 0.69664, 2.02842)
H (-1.51466, 0.86399, -0.05942)
H (-1.39231, -0.33367, 1.17087)
H (-0.23757, -0.21192, -1.27500)

Summary:
Energy above the lowest of the compared OMol25 structures with the same formula, charge and spin ... 0.000 eV
Total energy ... -3199.8224 hartree
SMILES ... COC[C@H](C)N.COC[C@H](C)N.COC[C@H](C)N.COC[C@H](C)N.COC[C@H](C)N.COC[C@H](C)N.COC[C@H](C)N.COC[C@H](C)N.COC[C@H](C)N.COC[C@H](C)N.CCO.CCO
Lowest unoccupied orbital energy ... 0.474 eV
HOMO level ... -8.421 eV
Orbital gap ... 8.90 eV

Atom charges from the Mulliken analysis, given in e for atoms 1 to 99: number 1, C, carries -2.145; number 2, C, carries 2.041; number 3, C, carries 0.060; number 4, O, carries -0.257; number 5, C, carries -0.793; number 6, N, carries -0.431; number 7, H, carries 0.327; number 8, H, carries 0.555; number 9, H, carries 0.389; number 10, H, carries -0.862; number 11, H, carries -0.774; number 12, H, carries 0.612; number 13, H, carries 0.218; number 14, H, carries 0.325; number 15, H, carries 0.281; number 16, H, carries 0.023; number 17, H, carries 0.276; number 18, C, carries -0.608; number 19, C, carries -0.358; number 20, C, carries -0.147; number 21, O, carries -0.360; number 22, C, carries -0.762; number 23, N, carries 0.106; number 24, H, carries -0.203; number 25, H, carries 0.671; number 26, H, carries -0.186; number 27, H, carries 0.530; number 28, H, carries 0.524; number 29, H, carries -0.327; number 30, H, carries 0.252; number 31, H, carries 0.321; number 32, H, carries 0.265; number 33, H, carries -0.034; number 34, H, carries 0.282; number 35, C, carries -1.191; number 36, C, carries 0.959; number 37, C, carries -1.621; number 38, O, carries -0.173; number 39, C, carries -0.881; number 40, N, carries 0.019; number 41, H, carries -0.117; number 42, H, carries 0.689; number 43, H, carries 0.063; number 44, H, carries 0.085; number 45, H, carries 0.609; number 46, H, carries 0.521; number 47, H, carries 0.237; number 48, H, carries 0.344; number 49, H, carries 0.289; number 50, H, carries 0.188; number 51, H, carries -0.673; number 52, C, carries -1.460; number 53, C, carries 0.241; number 54, C, carries -0.117; number 55, O, carries -0.403; number 56, C, carries -0.348; number 57, N, carries -0.702; number 58, H, carries 0.308; number 59, H, carries 0.321; number 60, H, carries 0.405; number 61, H, carries 0.436; number 62, H, carries -0.025; number 63, H, carries 0.335; number 64, H, carries 0.310; number 65, H, carries -0.160; number 66, H, carries 0.318; number 67, H, carries 0.301; number 68, H, carries 0.249; number 69, C, carries -1.528; number 70, C, carries 0.764; number 71, C, carries -1.153; number 72, O, carries 0.053; number 73, C, carries -1.012; number 74, N, carries 0.197; number 75, H, carries 0.443; number 76, H, carries 0.321; number 77, H, carries 0.315; number 78, H, carries 0.189; number 79, H, carries 0.211; number 80, H, carries 0.534; number 81, H, carries 0.321; number 82, H, carries 0.312; number 83, H, carries 0.342; number 84, H, carries -0.420; number 85, H, carries 0.106; number 86, C, carries -1.659; number 87, C, carries 2.032; number 88, C, carries -1.260; number 89, O, carries -0.411; number 90, C, carries -0.722; number 91, N, carries -0.561; number 92, H, carries 0.377; number 93, H, carries 0.258; number 94, H, carries 0.454; number 95, H, carries -0.876; number 96, H, carries 0.376; number 97, H, carries 0.522; number 98, H, carries 0.259; number 99, H, carries 0.305